C3H8N2S2 in the gas phase, computed with wB97M-V/def2-TZVPD.

Results
E_tot = -1024.917044 Eh
Orbital gap = 9.59 eV
Energy above the lowest of the compared OMol25 structures with the same formula, charge and spin = 52.65 kcal per mole
SMILES = N/N=C\SCCS
Lowest unoccupied orbital energy = 0.68 eV
Charge = 0
M = 136.2 g mol⁻¹

```
15
Properties=species:S:1:pos:R:3:forces:R:3
N -2.1793 1.3472 -0.5746 -1.78 1.52 1.42
N -2.2326 0.7076 0.6257 1.07 -1.49 0.61
C -1.6288 -0.4485 0.8708 -1.15 3.43 0.85
S -0.8289 -1.3766 -0.3624 -0.40 -0.79 -0.55
C 0.6736 -0.4634 -0.7739 -0.44 -0.72 -2.01
C 1.6156 -0.5602 0.3882 0.38 0.42 -2.51
S 2.9151 0.5419 -0.0452 2.23 0.44 1.16
H -2.0772 0.8147 -1.3907 0.39 -1.34 -1.30
H -2.9869 2.0236 -0.6769 1.48 -1.19 0.45
H -1.5992 -0.6437 1.9958 -0.10 -0.31 -1.86
H 1.0288 -1.0222 -1.7140 -0.18 0.56 1.50
H 0.5117 0.5614 -1.1780 -0.14 -0.46 0.80
H 1.1719 -0.1829 1.2292 -1.29 0.57 2.25
H 1.9799 -1.5427 0.4979 0.22 -1.18 0.29
H 3.6362 0.2437 1.1080 -0.30 0.52 -1.10
```
Positions in Å, forces in eV/Å.

=====

A 5-piece molecular cluster, C23H47B3O11S4 overall, computed with wB97M-V/def2-TZVPD.

Results
E_tot = -3399.701245 Eh
Orbital gap = 8.31 eV
Energy above the lowest of the compared OMol25 structures with the same formula, charge and spin = 0.00 kcal per mole
SMILES = C=CCB1OBOB([C@@H](C)CC)O1.O=S1(=O)CCCC1.O=S1(=O)CCCC1.O=S1(=O)CCCC1.O=S1(=O)CCCC1
Lowest unoccupied orbital energy = 0.29 eV
Charge = 0
M = 660.3 g mol⁻¹

```
88
Properties=species:S:1:pos:R:3:forces:R:3
C -1.1999 -0.1215 2.2325 0.15 -0.05 -0.23
C -1.6381 0.5207 1.1364 0.12 0.14 0.10
C -1.3377 0.1598 -0.3054 0.41 0.54 0.42
B -1.7744 -1.3138 -0.5970 0.00 -0.03 -0.15
O -1.1961 -2.0226 -1.6500 0.31 -0.09 0.41
B -1.4970 -3.3656 -1.6523 -0.12 0.21 -0.29
O -2.8191 -3.7083 -1.4846 0.17 -0.35 0.54
B -3.4380 -3.0325 -0.4377 -0.11 0.15 -0.33
C -4.8437 -3.4339 0.1198 0.21 -0.05 0.26
C -4.5650 -4.2573 1.4121 -0.02 0.19 0.00
C -5.6795 -2.1949 0.4612 0.14 0.08 -0.10
C -5.8658 -1.2323 -0.7059 -0.22 0.11 0.12
O -2.7389 -1.9828 0.1401 -0.18 0.14 -0.15
H -0.1650 -0.4443 2.3353 -0.30 -1.14 -0.66
H -1.8702 -0.4174 3.0310 0.26 1.36 0.69
H -2.3104 1.3672 1.2843 -1.08 -0.88 -0.11
H -1.9320 0.8267 -0.9407 0.13 -0.03 -0.16
H -0.2916 0.2746 -0.5984 0.01 0.04 0.04
H -0.6307 -4.1798 -1.7054 -0.08 -0.05 -0.34
H -5.3633 -4.0667 -0.6028 -0.07 0.05 -0.01
H -5.2416 -3.9404 2.2077 -0.13 -0.15 -0.03
H -3.5608 -4.0720 1.8039 0.02 -0.06 -0.01
H -4.6784 -5.3274 1.2514 0.03 -0.02 0.01
H -5.1751 -1.6694 1.2766 -0.02 0.02 0.01
H -6.6578 -2.5015 0.8414 0.01 -0.05 0.02
H -6.4383 -0.3589 -0.3886 -0.01 0.01 -0.02
H -4.9113 -0.8574 -1.0808 0.02 -0.08 -0.06
H -6.4180 -1.6938 -1.5266 0.10 -0.05 -0.05
O 0.8927 -1.3867 6.4216 -0.03 0.04 0.03
S -0.2590 -1.9755 5.7858 0.05 -0.06 -0.11
O -1.3061 -1.1352 5.2653 -0.03 0.04 0.14
C 0.2992 -3.1088 4.5158 0.06 -0.11 -0.06
C 0.4545 -4.4384 5.2440 0.00 0.01 0.06
C -0.7751 -4.5682 6.1542 0.01 0.01 -0.03
C -0.9509 -3.2299 6.8799 -0.07 -0.14 0.03
H 1.2192 -2.7193 4.0845 -0.02 0.08 0.02
H -0.4810 -3.1501 3.7553 -0.01 0.03 0.01
H 0.5288 -5.2675 4.5419 0.00 -0.01 0.01
H 1.3649 -4.4259 5.8470 0.01 0.01 -0.02
H -1.6575 -4.7776 5.5464 0.00 0.02 -0.01
H -0.6663 -5.3848 6.8665 -0.01 0.00 0.00
H -1.9912 -2.9762 7.0675 0.02 0.06 0.01
H -0.3862 -3.1869 7.8092 0.04 0.05 -0.03
O 3.1448 -0.0467 2.2327 -0.01 -0.04 -0.05
S 2.4548 1.1182 1.7325 -0.07 0.07 0.11
O 1.3581 0.9543 0.8094 0.30 0.00 -0.09
C 1.9415 2.1288 3.1167 0.01 0.09 0.12
C 3.1229 3.0640 3.3506 0.05 -0.05 -0.05
C 3.5795 3.5272 1.9596 -0.09 -0.24 0.17
C 3.6600 2.2794 1.0729 0.10 0.17 -0.06
H 1.7057 1.4761 3.9549 -0.02 -0.06 -0.05
H 1.0489 2.6708 2.8043 -0.01 -0.03 -0.02
H 2.8406 3.9051 3.9818 0.01 0.00 0.00
H 3.9287 2.5231 3.8520 -0.02 -0.01 0.02
H 2.8535 4.2256 1.5495 0.00 0.02 0.01
H 4.5357 4.0414 1.9957 -0.02 0.05 -0.02
H 3.4039 2.4764 0.0343 -0.01 -0.07 -0.01
H 4.6323 1.7924 1.1266 -0.03 -0.06 0.04
O -1.2853 -0.4043 -8.3039 0.01 0.00 -0.02
S -0.3440 -1.2270 -7.5865 0.01 -0.05 0.06
O 1.0471 -1.2314 -7.9593 0.00 0.04 -0.04
C -0.5131 -0.8997 -5.8334 -0.03 -0.01 0.14
C -1.5807 -1.8818 -5.3688 -0.05 -0.02 -0.02
C -1.2528 -3.2160 -6.0523 0.02 0.02 0.01
C -0.9739 -2.9159 -7.5289 -0.03 -0.14 0.07
H -0.7771 0.1466 -5.6994 0.02 0.01 -0.08
H 0.4514 -1.1050 -5.3693 0.01 0.00 -0.02
H -1.5847 -1.9674 -4.2835 -0.01 0.01 0.00
H -2.5675 -1.5352 -5.6838 0.01 0.02 0.00
H -0.3655 -3.6539 -5.5904 0.01 0.02 0.00
H -2.0651 -3.9338 -5.9468 0.01 -0.01 0.00
H -0.2232 -3.5691 -7.9664 0.01 0.04 -0.05
H -1.8797 -2.9371 -8.1317 0.01 0.07 -0.01
O 4.8800 8.3240 -0.1465 0.01 0.00 0.03
S 4.4526 6.9802 -0.4363 -0.02 -0.04 -0.07
O 4.0093 6.1142 0.6296 0.05 0.18 -0.07
C 3.2217 7.0298 -1.7372 -0.05 0.00 -0.12
C 4.0341 6.9430 -3.0239 0.05 0.01 0.01
C 5.1027 5.8697 -2.7761 -0.03 0.01 0.01
C 5.7281 6.1552 -1.4066 0.05 -0.09 -0.11
H 2.6440 7.9448 -1.6298 0.02 0.01 0.07
H 2.5766 6.1608 -1.6078 0.01 0.00 0.03
H 3.4014 6.6962 -3.8750 0.01 0.00 0.00
H 4.5105 7.9044 -3.2265 -0.02 0.01 0.00
H 4.6346 4.8833 -2.7716 -0.01 0.01 0.01
H 5.8618 5.8677 -3.5566 0.00 -0.01 0.00
H 6.0281 5.2552 -0.8755 0.01 0.04 0.06
H 6.5690 6.8429 -1.4720 -0.04 0.05 0.03
```
Positions in Å, forces in eV/Å.

=====

A 2-piece molecular cluster, C4H12N2O overall, computed with wB97M-V/def2-TZVPD.

Results
E_tot = -344.011212 Eh
Spin multiplicity = 2
Orbital gap (spin up / spin down) = 9.14 / 5.45 eV
Energy above the lowest of the compared OMol25 structures with the same formula, charge and spin = 32.18 kcal per mole
Lowest unoccupied orbital energy (spin up / spin down) = -4.19 / -7.87 eV
Charge = +1
M = 104.2 g mol⁻¹

```
19
Properties=species:S:1:pos:R:3:forces:R:3
C 0.0471 0.1063 -1.2253 2.22 -2.05 -1.70
C 0.6756 0.9004 0.0200 -0.01 0.13 -2.51
C -0.3884 1.5626 0.7934 -0.68 2.92 -0.61
C -0.8720 1.0734 1.9887 -0.30 -0.96 1.59
N -0.9568 2.7710 0.3943 0.60 -3.16 1.16
N -0.0028 -1.3847 -1.0125 -0.56 2.08 0.39
H -0.8887 0.4765 -1.6085 -0.83 0.65 0.75
H 0.6363 0.1363 -2.2313 -0.11 0.71 2.15
H 1.2948 1.6147 -0.5552 -0.26 0.22 0.88
H 1.3565 0.3717 0.7029 -0.46 -0.41 -0.57
H -1.6173 1.5905 2.6084 0.36 -0.06 -0.45
H -0.5580 0.0936 2.3783 -0.01 0.55 -0.33
H -1.0652 2.9137 -0.5963 0.22 0.70 -0.24
H -1.6464 3.1311 1.0542 0.03 0.23 -0.67
H -0.5997 -1.4701 -0.1871 -0.18 -0.85 -0.48
H -0.4941 -1.6861 -1.8572 -0.07 -0.66 0.61
H 1.0145 -4.1967 0.2882 -0.11 0.22 0.07
H 1.2334 -3.0431 -0.7627 -0.19 -0.05 0.36
O 1.4297 -3.9627 -0.5428 0.33 -0.23 -0.38
```
Positions in Å, forces in eV/Å.

=====

C18H20N2O5 in the gas phase, computed with wB97M-V/def2-TZVPD.

Results
E_tot = -1183.680881 Eh
Orbital gap = 8.74 eV
Energy above the lowest of the compared OMol25 structures with the same formula, charge and spin = 1.30 kcal per mole
SMILES = O=C(COc1ccc2ccc(=O)oc2c1)NCCCN1CCCC1=O
Lowest unoccupied orbital energy = 0.28 eV
Charge = 0
M = 344.4 g mol⁻¹

```
45
Properties=species:S:1:pos:R:3:forces:R:3
O -2.8066 -1.0336 1.7897 0.07 -0.16 0.38
C -3.0934 -0.2120 0.9463 -0.12 0.54 -0.15
C -3.3025 1.2720 1.2855 0.00 -0.14 0.33
O -2.7878 2.1431 0.2998 -0.06 0.16 -0.15
C -1.4396 2.1748 0.1059 0.48 0.06 -0.15
C -0.9979 3.0020 -0.9384 -0.28 -0.05 0.09
C 0.3340 3.0644 -1.2580 0.04 -0.23 0.22
C 1.2775 2.3028 -0.5578 -0.31 -0.30 0.38
C 2.6761 2.2800 -0.8580 0.44 -0.30 0.33
C 3.5052 1.4957 -0.1456 -0.16 0.42 -0.38
C 3.0141 0.6526 0.9269 0.54 -0.31 0.25
O 3.6823 -0.0930 1.6003 -0.20 0.28 -0.19
O 1.6718 0.7184 1.2056 -0.10 -0.18 0.25
C 0.8294 1.4918 0.4942 -0.44 0.68 -0.72
C -0.5222 1.4334 0.8333 -0.02 0.05 0.21
N -3.2810 -0.4949 -0.3561 -0.15 0.04 -0.37
C -3.0336 -1.8066 -0.9100 0.03 -0.31 -0.14
C -1.8885 -1.7978 -1.9316 0.08 0.15 0.36
C -0.6088 -1.1480 -1.4032 -0.02 0.19 -0.31
N 0.2921 -2.0347 -0.7082 -0.24 -0.14 -0.05
C -0.1140 -2.9134 0.3668 -0.14 -0.10 0.24
C 1.1779 -3.6547 0.7335 0.04 -0.02 -0.05
C 2.2929 -2.7225 0.2626 0.07 -0.04 0.12
C 1.6261 -1.8042 -0.7374 0.17 -0.27 0.00
O 2.1656 -0.9808 -1.4508 0.27 0.27 -0.14
H -4.3763 1.4786 1.3203 0.15 -0.04 0.04
H -2.8747 1.4752 2.2731 -0.01 -0.10 -0.14
H -1.7332 3.5753 -1.4798 -0.08 0.08 -0.08
H 0.6695 3.6958 -2.0665 0.03 0.08 -0.10
H 3.0399 2.8937 -1.6693 0.11 0.03 -0.07
H 4.5616 1.4283 -0.3458 0.06 -0.02 0.00
H -0.8072 0.7854 1.6461 -0.07 -0.11 0.10
H -3.4795 0.2616 -0.9944 0.04 0.04 0.16
H -3.9460 -2.1724 -1.3930 0.08 -0.05 0.12
H -2.8056 -2.4503 -0.0593 -0.09 0.01 -0.12
H -2.2143 -1.2324 -2.8075 0.00 -0.04 -0.06
H -1.6877 -2.8198 -2.2524 -0.02 -0.05 -0.12
H -0.8800 -0.3105 -0.7490 0.08 -0.12 -0.21
H -0.0229 -0.7395 -2.2323 -0.12 0.02 0.14
H -0.8894 -3.6043 0.0285 -0.01 0.05 0.08
H -0.5081 -2.3321 1.2103 -0.06 -0.08 -0.04
H 1.2320 -3.8648 1.7992 -0.03 -0.05 -0.01
H 1.2265 -4.6015 0.1941 -0.03 0.00 0.03
H 3.1334 -3.2421 -0.1943 0.01 0.07 -0.03
H 2.6902 -2.1062 1.0716 0.00 0.01 -0.05
```
Positions in Å, forces in eV/Å.

=====

C5H11NO2 in the gas phase, computed with wB97M-V/def2-TZVPD.

Results
E_tot = -402.190247 Eh
Orbital gap = 9.70 eV
Energy above the lowest of the compared OMol25 structures with the same formula, charge and spin = 117.91 kcal per mole
SMILES = CNC[C@H](C)C(=O)O
Lowest unoccupied orbital energy = 0.30 eV
Charge = 0
M = 117.1 g mol⁻¹

```
19
Properties=species:S:1:pos:R:3:forces:R:3
C 2.8816 -0.5185 -0.0023 -3.48 -10.59 -1.53
N 1.4868 -0.6039 -0.6108 1.40 7.22 3.20
C 0.5557 0.2618 0.3765 -0.23 1.82 -14.34
C -0.8700 0.2800 -0.3064 1.87 -1.54 2.24
C -1.6359 1.4487 0.2225 -2.71 2.41 -2.08
C -1.4500 -1.1285 0.0453 -1.03 0.57 -0.18
O -0.8621 -1.9879 0.6633 -1.02 0.90 -0.94
O -2.7785 -1.2984 -0.3361 -0.25 3.60 -2.79
H 2.9043 -0.8523 1.1106 0.24 0.04 -1.95
H 3.3240 0.3021 -0.0759 3.02 7.55 -0.83
H 3.4862 -1.2318 -0.8583 -1.08 1.50 3.10
H 1.0846 -1.4490 -0.5293 -1.01 -4.03 0.58
H 0.5607 0.1004 1.2495 -0.39 -4.54 12.11
H 0.8465 1.2747 0.5478 0.98 1.36 -1.58
H -0.7104 0.3947 -1.3646 -0.03 -0.26 -0.49
H -2.7870 1.4538 -0.0557 2.10 -0.18 0.23
H -1.6932 1.5376 1.3015 0.59 0.16 0.16
H -1.2334 2.4159 -0.3426 -0.73 -1.86 1.71
H -3.1099 -0.3994 -1.0350 1.75 -4.11 3.38
```
Positions in Å, forces in eV/Å.